Record 1
46
Properties=species:S:1:pos:R:3 method="wB97M-V/def2-TZVPD" de_lowest_ev=0.328 spin_multiplicity=2 charge=+3 s2=0.979 orbital_gap_ev="6.11 / 5.90" total_energy_ha=-1242.4981
Ir 0.6124 0.1330 -0.0665
C 0.8024 5.5249 0.6598
C -0.3409 5.1062 1.3507
C -0.5555 3.7686 1.5580
C 0.3968 2.8237 1.0728
C 1.5264 3.2655 0.3286
C 1.7314 4.6075 0.1471
N 0.2216 1.4865 1.2514
C -0.4905 0.9628 2.3623
C -0.6314 1.5825 3.5978
C -1.3688 0.9354 4.5857
C -1.9464 -0.3079 4.3610
C -1.7902 -0.9702 3.1447
C -1.0580 -0.3210 2.1751
N -0.7796 -0.8216 0.8719
N -1.3790 -1.8063 0.3919
C -0.9947 -2.0533 -0.9364
C -1.5632 -3.0822 -1.6525
C -1.2546 -3.1793 -3.0095
C -0.4217 -2.2370 -3.5903
C 0.1321 -1.2346 -2.8094
N -0.1253 -1.1516 -1.4972
H 0.9641 6.5839 0.4992
H -1.0637 5.8359 1.6890
H -1.4774 3.4208 2.0034
H 2.2552 2.5429 -0.0162
H 2.6076 4.9659 -0.3749
H -0.1261 2.5145 3.8111
H -1.4784 1.4025 5.5552
H -2.5104 -0.7874 5.1502
H -2.2219 -1.9466 2.9752
H -2.2425 -3.7659 -1.1617
H -1.6885 -3.9704 -3.6073
H -0.1936 -2.2682 -4.6469
H 0.7870 -0.4797 -3.2246
C 5.1698 -1.6976 -2.1667
N 3.9632 -0.9220 -1.8598
C 3.6935 -0.4040 -0.6742
N 4.5394 -0.5400 0.3384
O 2.5978 0.2648 -0.4806
H 5.0122 -2.2079 -3.1116
H 5.3267 -2.4520 -1.3972
H 6.0411 -1.0486 -2.2558
H 3.3521 -0.6563 -2.6143
H 5.4723 -0.8994 0.2064
H 4.3230 -0.1035 1.2191

=====

Record 2
42
Properties=species:S:1:pos:R:3 method="wB97M-V/def2-TZVPD" orbital_gap_ev=10.55 total_energy_ha=-2157.6280 smiles="O=C1N[C@H](Cl)C[C@H]1S(=O)(=O)F.C[C@@H]1COC(=O)O1.C[C@@H]1COC(=O)O1"
O 2.1175 -0.9533 4.7772
C 1.5053 -1.6186 4.0522
N 0.8945 -1.1391 2.8687
C -0.1423 -2.0542 2.5057
Cl -1.7244 -1.1843 2.3309
C -0.3041 -3.1413 3.6227
C 1.1533 -3.1203 4.2316
S 2.0656 -4.3256 3.2368
O 1.5699 -5.6338 3.4553
O 3.4164 -4.2457 3.6639
F 2.0344 -3.8934 1.7092
H 1.5036 -0.8004 2.1355
H -0.0648 -2.6174 1.5792
H -0.4428 -4.1346 3.1844
H -1.1145 -2.8541 4.2954
H 1.2485 -3.2644 5.3136
C 2.2282 1.5246 -2.1373
C 1.8064 0.1016 -1.8772
C 0.9525 -0.5019 -2.9603
O 0.2057 -1.4890 -2.2321
C 0.1126 -1.0526 -0.9540
O -0.5898 -1.5342 -0.1217
O 0.9265 0.0165 -0.7416
H 2.6866 1.9583 -1.2476
H 2.9415 1.5762 -2.9595
H 1.3657 2.1450 -2.3832
H 2.6830 -0.5190 -1.6669
H 1.5380 -0.9636 -3.7523
H 0.2477 0.2070 -3.4020
C -2.7609 4.3067 -0.7108
C -2.6619 3.7634 -2.1151
C -2.7856 2.2657 -2.2142
O -2.0538 1.9874 -3.4153
C -1.1279 2.9733 -3.5540
O -0.2375 2.9521 -4.3411
O -1.3528 3.9780 -2.6680
H -2.4888 5.3624 -0.6911
H -3.7740 4.1978 -0.3233
H -2.0716 3.7900 -0.0406
H -3.3838 4.2681 -2.7641
H -3.8169 1.9305 -2.3019
H -2.3054 1.7367 -1.3868